Here is 2 unconnected molecules or ions with the total composition C4H2ClP from the OMol25 dataset. Energies are from the ωB97M-V functional and the def2-TZVPD basis.

Calculated values
Max |F| in eV/Å: 3.2
Relative energy (zero: lowest compared OMol25 entry of this formula, charge and spin) in kJ/mol: 365.90
Energy in eV: -25984.0025

XYZ file:
```
8
Properties=species:S:1:pos:R:3:lowdin_charge:R:1
C 1.19 2.11 -0.76 -0.141
C -0.86 -2.50 -0.07 0.068
C 1.16 1.00 -1.21 -0.093
C 0.09 -2.18 -0.78 -0.541
P 1.27 -1.94 -2.06 0.539
Cl 2.87 -2.69 -1.09 0.163
H 0.85 2.76 -0.03 -0.031
H -1.72 -2.48 0.58 0.037
```